This record from OMol25 describes C5H9NO in the gas phase. The level of theory is wB97M-V/def2-TZVPD.

The geometry in XYZ format:
```
16
Properties=species:S:1:pos:R:3:forces:R:3:nbo_charge:R:1
C -0.95589 0.47948 -1.21065 0.904 0.243 -0.022 -0.481
C -1.00135 -0.16218 0.14763 1.057 -0.982 -3.230 -0.429
C 0.04579 1.54425 -1.20650 3.487 -0.469 2.844 -0.220
C 0.41318 -0.47399 0.42669 1.340 1.268 -0.984 0.300
C 0.65763 -1.10883 1.70447 5.034 0.314 1.605 -0.682
N 1.42169 0.40671 -0.22165 -2.833 1.893 0.229 -0.128
O 1.21550 -0.90147 -0.65964 -0.614 -1.049 -0.703 -0.390
H -0.43060 -0.23305 -1.81895 -0.554 -0.798 -0.836 0.234
H -1.87509 0.77608 -1.62695 -1.327 0.141 -0.594 0.227
H -1.31717 0.45557 0.87833 -1.436 2.072 2.546 0.210
H -1.59071 -1.04273 0.06679 -0.651 -0.896 0.401 0.218
H 0.65376 1.69245 -2.10807 -0.611 0.524 0.356 0.215
H 0.02834 2.34443 -0.39439 -0.064 -0.867 -1.505 0.201
H 1.13826 -0.42912 2.50766 -2.043 -0.462 -0.798 0.247
H 1.70930 -1.54357 1.53000 -1.728 -0.715 0.183 0.251
H -0.11264 -1.80403 1.98522 0.039 -0.217 0.508 0.229
```
Positions in Å, forces in eV/Å.

total charge: 0
E_LUMO: 1.008 eV
multiplicity: 1
frontier orbital gap: 9.4880 eV
HOMO level: -8.4805 eV

=====

This record from OMol25 describes C5H9NO in the gas phase. The level of theory is wB97M-V/def2-TZVPD.

The geometry in XYZ format:
```
16
Properties=species:S:1:pos:R:3:forces:R:3:nbo_charge:R:1
O 1.53061 -1.89900 1.72230 -0.112 -0.093 0.354 -0.701
C 1.06616 -1.13216 0.64698 -0.019 0.179 -0.253 -0.042
C -1.06787 -0.88319 -1.05494 -0.062 0.240 -0.207 -0.034
C -0.51949 0.28531 -0.36056 0.227 -0.229 0.168 -0.113
C -0.21015 1.56768 -1.04072 0.188 0.121 -0.178 -0.257
N -1.58545 1.25983 -0.65756 -0.197 0.085 0.029 -0.534
C 0.03467 -0.05683 0.99653 -0.005 -0.006 0.059 -0.440
H 0.75703 -2.24504 2.18497 0.171 -0.045 -0.017 0.465
H 1.94776 -0.69047 0.16860 -0.148 -0.045 0.081 0.180
H 0.55093 -1.76913 -0.10732 0.326 -0.082 0.176 0.172
H -0.85353 -0.76711 -2.13378 -0.309 0.168 -0.040 0.105
H -0.04012 1.60186 -2.11494 -0.029 -0.031 0.168 0.202
H 0.32604 2.31696 -0.45822 -0.123 -0.129 -0.061 0.200
H -1.88419 1.71810 0.20031 0.026 -0.088 -0.128 0.372
H 0.45844 0.79668 1.53597 -0.012 -0.129 -0.080 0.212
H -0.75658 -0.51648 1.60455 0.078 0.084 -0.073 0.212
```
Positions in Å, forces in eV/Å.

total charge: 0
E_LUMO: -0.067 eV
multiplicity: 1
frontier orbital gap: 8.6469 eV
HOMO level: -8.7137 eV

=====

This record from OMol25 describes C5H9NO in the gas phase. The level of theory is wB97M-V/def2-TZVPD.

The geometry in XYZ format:
```
16
Properties=species:S:1:pos:R:3:forces:R:3:nbo_charge:R:1
C -1.45752 0.72151 0.18261 -0.065 -0.012 0.007 -0.600
C -0.05252 0.17816 -0.04929 -0.067 0.117 0.010 -0.143
C 0.93491 1.26731 -0.44086 0.096 -0.032 -0.089 -0.601
C 0.45332 -0.81786 1.03526 0.039 0.093 0.239 -0.199
N 0.31073 -1.88138 0.04406 0.055 -0.185 -0.198 -0.628
C -0.02882 -1.04687 -0.99043 -0.027 -0.074 -0.283 0.687
O -0.21052 -1.22626 -2.16975 0.050 0.042 0.469 -0.590
H -1.86031 1.13944 -0.74699 0.083 -0.061 0.146 0.224
H -1.44842 1.51476 0.93966 0.016 -0.116 -0.107 0.210
H -2.13756 -0.06901 0.52098 0.107 0.115 -0.063 0.215
H 0.59231 1.78502 -1.34449 0.058 -0.089 0.172 0.225
H 1.92628 0.84509 -0.64945 -0.176 0.094 0.039 0.214
H 1.03627 2.00113 0.36688 -0.032 -0.076 -0.124 0.210
H 1.48873 -0.64135 1.34739 -0.136 -0.012 -0.023 0.186
H -0.18800 -0.93223 1.91698 0.079 0.022 -0.170 0.189
H 0.64114 -2.83745 0.03745 -0.079 0.174 -0.024 0.403
```
Positions in Å, forces in eV/Å.

total charge: 0
E_LUMO: 0.832 eV
SMILES: CC1(C)CNC1=O
multiplicity: 1
frontier orbital gap: 10.4374 eV
HOMO level: -9.6055 eV

=====

This record from OMol25 describes C5H9NO in the gas phase. The level of theory is wB97M-V/def2-TZVPD.

The geometry in XYZ format:
```
16
Properties=species:S:1:pos:R:3:forces:R:3:nbo_charge:R:1
C 1.34227 0.70299 -0.10273 0.077 0.035 -0.006 -0.594
C -0.02903 0.01544 -0.02084 -0.043 0.036 -0.003 -0.142
C 0.02957 -1.19225 0.93054 0.003 -0.078 0.048 -0.593
C -1.13562 0.99797 0.38608 -0.068 0.069 0.019 -0.602
N -1.15382 -0.54179 -2.31431 0.288 0.057 0.403 -0.131
C -0.32420 -0.52750 -1.37351 -0.293 0.041 -0.255 0.504
O 0.33613 -1.35863 -2.14545 0.052 -0.047 -0.065 -0.432
H 2.11217 -0.00191 -0.43084 -0.092 0.086 0.063 0.226
H 1.62323 1.09470 0.88072 -0.079 -0.075 -0.125 0.218
H 1.31615 1.53666 -0.81275 0.007 -0.119 0.117 0.219
H 0.33325 -0.85732 1.92841 -0.050 -0.018 -0.170 0.217
H 0.75425 -1.93254 0.57733 -0.100 0.105 0.050 0.227
H -0.94834 -1.67904 1.01051 0.135 0.085 -0.014 0.221
H -1.18513 1.08289 1.47615 0.069 0.001 -0.141 0.219
H -0.95427 1.99702 -0.02252 -0.025 -0.166 -0.002 0.220
H -2.11662 0.66331 0.03320 0.118 -0.012 0.081 0.225
```
Positions in Å, forces in eV/Å.

total charge: 0
E_LUMO: 0.491 eV
SMILES: CC(C)(C)C1=NO1
multiplicity: 1
frontier orbital gap: 10.1687 eV
HOMO level: -9.6772 eV

=====

This record from OMol25 describes C5H9NO in the gas phase. The level of theory is wB97M-V/def2-TZVPD.

The geometry in XYZ format:
```
16
Properties=species:S:1:pos:R:3:forces:R:3:nbo_charge:R:1
C -1.26530 -0.68224 1.18138 -0.022 -0.006 0.049 -0.606
C -0.06621 -0.14801 0.46334 -0.126 -0.154 0.106 -0.085
C 0.22908 1.31061 0.19482 0.060 0.147 0.022 -0.473
C 1.21321 -0.91898 0.13796 0.109 -0.180 0.243 -0.207
N 1.05239 -0.56341 -1.29265 0.193 0.203 -0.178 -0.605
C -0.00458 0.35631 -0.95231 -0.025 0.037 0.118 0.385
O -1.01075 0.57538 -1.86946 -0.080 0.152 -0.002 -0.681
H -2.14416 -0.06851 0.95369 0.125 -0.068 0.067 0.219
H -1.13255 -0.70520 2.26795 -0.015 0.015 -0.106 0.211
H -1.47987 -1.70027 0.83613 0.024 0.130 0.095 0.218
H -0.61138 1.96939 0.41383 0.125 -0.096 -0.142 0.218
H -1.14297 1.52826 -1.92723 -0.029 -0.165 -0.126 0.477
H 1.20267 1.73684 0.44086 -0.102 -0.132 -0.126 0.209
H 2.11208 -0.49178 0.60382 -0.140 -0.135 -0.021 0.177
H 1.18294 -1.99568 0.33301 -0.055 0.117 -0.130 0.193
H 1.86541 -0.20270 -1.78515 -0.043 0.135 0.131 0.351
```
Positions in Å, forces in eV/Å.

total charge: 0
E_LUMO: 0.884 eV
SMILES: C[C@@]12CN[C@]1(O)C2
multiplicity: 1
frontier orbital gap: 9.5594 eV
HOMO level: -8.6755 eV

=====

This record from OMol25 describes C5H9NO in the gas phase. The level of theory is wB97M-V/def2-TZVPD.

The geometry in XYZ format:
```
16
Properties=species:S:1:pos:R:3:forces:R:3:nbo_charge:R:1
C 1.37410 -1.08312 -0.06307 -0.113 -0.040 -0.294 -0.636
C 0.32906 -0.45250 0.86094 -0.360 -0.114 -0.240 -0.026
N 0.60224 0.91166 1.31242 0.109 0.245 0.008 -0.625
C -0.43112 1.51175 0.65320 -0.025 0.276 -0.029 0.687
O -0.72780 2.67128 0.49865 0.011 -0.425 0.041 -0.594
C -0.98131 0.16022 0.16427 0.224 -0.273 0.073 -0.310
C -1.15518 0.01876 -1.34623 0.225 -0.194 -0.151 -0.617
H 0.97679 -1.13482 -1.08600 0.459 -0.137 0.393 0.209
H 1.62807 -2.10863 0.22064 0.007 0.220 0.107 0.220
H 2.28866 -0.48704 -0.13265 -0.100 -0.088 0.208 0.221
H 0.08443 -1.12192 1.69629 0.052 0.150 -0.198 0.187
H 1.40830 1.33539 1.74910 -0.035 -0.127 0.002 0.402
H -1.88315 -0.13405 0.71342 0.185 0.147 -0.106 0.229
H -1.06993 0.98132 -1.86030 -0.162 -0.075 0.173 0.232
H -2.09517 -0.45871 -1.63466 0.073 0.174 0.146 0.220
H -0.34800 -0.60961 -1.74602 -0.551 0.260 -0.132 0.202
```
Positions in Å, forces in eV/Å.

total charge: 0
E_LUMO: 1.009 eV
SMILES: C[C@@H]1C(=O)N[C@@H]1C
multiplicity: 1
frontier orbital gap: 10.7020 eV
HOMO level: -9.6935 eV

=====

This record from OMol25 describes C5H9NO in the gas phase. The level of theory is wB97M-V/def2-TZVPD.

The geometry in XYZ format:
```
16
Properties=species:S:1:pos:R:3:forces:R:3:nbo_charge:R:1
C -0.61764 -0.26169 -1.66734 0.039 -0.025 -0.085 -0.622
C -0.52711 -0.36857 -0.16935 0.225 0.135 -0.281 0.228
O -1.73598 -0.96012 0.28287 -0.145 0.114 0.178 -0.712
C 0.68527 -1.00665 0.55097 0.033 -0.202 -0.040 -0.265
N 0.73511 0.13531 1.52910 -0.016 0.019 0.191 -0.367
C 1.18242 1.24867 0.69808 0.201 0.203 -0.124 -0.272
C -0.23586 0.88793 0.62686 -0.262 0.204 -0.071 -0.135
H 0.27118 0.23543 -2.06599 -0.100 -0.111 -0.020 0.209
H -1.50376 0.32887 -1.92287 0.141 -0.094 -0.030 0.221
H -0.71704 -1.25218 -2.11811 0.024 0.091 -0.015 0.221
H -1.86446 -0.71054 1.20945 0.052 -0.173 -0.169 0.473
H 1.64001 -1.08650 0.01583 -0.288 -0.038 -0.095 0.188
H 0.44511 -1.97643 0.99307 -0.030 0.252 0.119 0.215
H 1.82518 1.07244 -0.16314 0.069 -0.090 0.216 0.192
H 1.43431 2.11394 1.30237 -0.055 0.054 -0.223 0.218
H -1.01674 1.60009 0.89821 0.112 -0.339 0.449 0.209
```
Positions in Å, forces in eV/Å.

total charge: 0
E_LUMO: 1.030 eV
SMILES: C[C@@]1(O)CN2C[C@H]21
multiplicity: 1
frontier orbital gap: 10.3496 eV
HOMO level: -9.3191 eV